The following is a quantum chemistry calculation of a cluster of 8 separate species, C11H36N9O10 in total at a distorted geometry, from OMol25.

Last column: Löwdin charge in e.
Atoms and positions in Å:
N -8.094 26.295 28.205  -0.70
O -9.035 26.063 27.474  -0.06
O -7.138 25.501 28.080  -0.12
O -8.071 27.164 29.071  -0.10
C -7.882 20.890 31.198  -0.14
O -6.647 21.614 30.922  -0.14
H -8.781 21.405 30.859  0.07
H -7.871 19.974 30.606  0.07
H -7.913 20.833 32.286  0.08
H -6.844 22.200 30.187  0.06
C -12.370 23.639 31.293  -0.80
O -12.576 22.831 32.192  0.01
N -11.734 24.725 31.527  0.16
N -12.814 23.655 30.060  0.17
H -11.170 24.750 32.365  0.13
H -11.749 25.386 30.764  0.11
H -12.480 24.417 29.487  0.11
H -13.266 22.832 29.689  0.12
C -14.275 27.278 26.992  -0.78
O -14.000 26.954 25.861  0.06
N -13.495 27.976 27.833  0.14
N -15.324 27.024 27.685  0.14
H -12.596 28.254 27.466  0.12
H -13.837 28.228 28.749  0.10
H -15.457 27.434 28.599  0.11
H -16.053 26.497 27.225  0.12
C -9.178 30.639 32.695  -0.81
O -9.450 31.511 33.505  0.01
N -8.086 30.614 31.966  0.16
N -9.807 29.549 32.551  0.17
H -7.346 31.213 32.305  0.12
H -7.878 29.774 31.447  0.11
H -10.700 29.364 32.986  0.13
H -9.403 28.962 31.835  0.11
C -2.866 26.841 30.447  -0.82
O -1.800 27.072 30.984  0.01
N -3.022 25.809 29.685  0.16
N -3.948 27.531 30.539  0.17
H -3.916 25.614 29.256  0.11
H -2.273 25.142 29.565  0.12
H -4.821 27.164 30.188  0.11
H -3.910 28.490 30.854  0.12
C -10.109 31.910 22.390  -0.10
C -9.908 30.619 23.104  -0.51
C -10.712 30.737 24.381  -0.07
O -10.328 29.564 22.240  -0.04
H -9.665 32.731 22.952  0.08
H -11.162 32.128 22.212  0.08
H -9.568 31.956 21.445  0.08
H -8.845 30.534 23.328  0.14
H -11.788 30.754 24.210  0.08
H -10.485 31.651 24.930  0.08
H -10.475 29.841 24.954  0.08
H -11.253 29.741 22.052  0.08
C -5.563 26.099 23.293  -0.05
C -5.153 24.645 23.736  -0.47
C -3.867 24.588 24.640  -0.04
O -6.257 23.966 24.331  -0.06
H -6.579 26.275 22.940  0.08
H -4.938 26.430 22.464  0.06
H -5.267 26.782 24.089  0.06
H -5.040 24.023 22.848  0.12
H -3.953 25.376 25.389  0.07
H -3.063 24.893 23.969  0.07
H -3.775 23.589 25.066  0.08
H -6.222 24.382 25.196  0.08

Computed properties:
ΔE to the lowest compared entry with this formula, charge and spin: 474.6 kJ/mol
electronic energy: -45875.78677 eV
HOMO energy: -5.40 eV
LUMO: 1.88 eV
total charge: -1